{"formula": "C20H48F6N4O3P", "method": "ωB97M-V/def2-TZVPD", "symbols": ["C", "C", "O", "N", "H", "H", "C", "H", "H", "H", "H", "H", "H", "C", "C", "O", "N", "H", "H", "C", "H", "H", "H", "H", "H", "H", "C", "C", "O", "N", "H", "H", "C", "H", "H", "H", "H", "H", "H", "C", "C", "C", "C", "N", "C", "C", "C", "C", "C", "C", "C", "H", "H", "H", "H", "H", "H", "H", "H", "H", "H", "H", "H", "H", "H", "H", "H", "H", "H", "H", "H", "H", "H", "H", "H", "P", "F", "F", "F", "F", "F", "F"], "positions_angstrom": [[-6.249436, 2.557645, -2.305016], [-5.583816, 3.543135, -3.275536], [-6.172526, 3.958435, -4.227976], [-4.129596, 4.007155, -2.953706], [-3.995506, 4.469195, -2.065656], [-3.569226, 3.167675, -2.916936], [-3.571146, 5.004885, -4.025736], [-7.203796, 2.209975, -2.700516], [-6.351316, 3.174525, -1.412166], [-5.665596, 1.743795, -1.875026], [-2.491256, 5.022065, -3.878536], [-4.050136, 5.965375, -3.835686], [-3.903226, 4.675345, -5.010226], [6.476044, -1.216755, -0.856296], [6.618704, -1.996365, 0.478354], [5.923934, -2.968405, 0.721854], [7.437964, -1.194475, 1.524524], [7.409144, -0.187725, 1.448904], [6.951574, -1.233655, 2.408834], [8.909014, -1.722355, 1.562964], [7.297634, -0.599945, -1.220496], [5.543654, -0.661955, -0.960966], [6.504064, -1.912055, -1.695266], [8.931674, -2.733805, 1.968614], [9.420244, -1.033235, 2.235174], [9.244804, -1.660845, 0.527794], [0.236344, -1.483975, -9.137176], [0.776654, -0.117265, -9.484706], [0.123614, 0.715705, -10.177046], [2.125344, 0.237645, -8.875466], [2.107344, 0.016655, -7.890106], [2.906004, -0.204795, -9.339056], [2.342894, 1.765515, -8.993246], [0.113824, -1.645995, -8.066276], [0.904774, -2.194265, -9.623786], [-0.690216, -1.710615, -9.664636], [2.635654, 1.956185, -10.025736], [3.169474, 2.065645, -8.349206], [1.409364, 2.224665, -8.667976], [-0.189126, -4.099065, 2.846964], [-1.583776, -3.501715, 2.535514], [-2.081046, -2.640445, 3.719334], [-1.502356, -1.197485, 3.664424], [-1.642636, -0.310175, 4.947254], [-1.367276, -1.102075, 6.249244], [-2.701496, -1.588835, 6.803614], [-3.694366, -0.784025, 5.958834], [-3.047336, 0.249335, 5.081814], [-0.531606, 0.824685, 4.809824], [-0.594616, 1.957565, 5.917794], [0.776534, 2.724335, 6.043924], [-0.325596, -4.763475, 3.700214], [0.557804, -3.337255, 3.070164], [0.263064, -4.627825, 2.007884], [-2.238176, -4.371655, 2.479964], [-1.771786, -3.007675, 1.582274], [-1.628806, -3.090995, 4.602834], [-3.168686, -2.642185, 3.647684], [-1.917386, -0.658555, 2.812714], [-0.453796, -1.344005, 3.405304], [-1.046956, -0.414745, 7.032214], [-0.528226, -1.783045, 6.106534], [-2.857426, -1.290975, 7.840474], [-2.827836, -2.668405, 6.721944], [-4.502786, -0.319025, 6.523034], [-4.331556, -1.358545, 5.286514], [-2.964896, 1.254405, 5.495524], [-3.561846, 0.349325, 4.126104], [-0.684686, 1.260225, 3.822424], [0.382494, 0.232065, 4.846074], [-0.953556, 1.738685, 6.923454], [-1.230756, 2.737135, 5.498654], [1.208844, 3.179235, 5.152704], [1.431184, 1.899985, 6.326724], [0.934534, 3.446075, 6.845314], [-0.237016, -0.463865, -3.400696], [-1.454326, -0.170765, -2.371626], [0.636414, -1.027475, -2.184846], [-0.724096, -1.988855, -3.742736], [1.074144, -0.552965, -4.349616], [-1.120336, 0.159085, -4.618406], [0.308204, 1.091205, -3.134186]], "atomic_forces_ev_per_a": [[1.1686, 0.9651, 0.4959], [-2.3640, -1.1371, -0.6117], [1.9164, 0.1394, 1.1537], [-0.1248, 0.9748, -1.8834], [-0.4822, 0.0285, 0.6157], [0.4710, -0.5266, -0.1289], [-0.6964, -0.6485, 0.6487], [0.2338, 0.2691, 0.0254], [-0.7648, 0.1875, 0.2230], [0.3903, -0.1792, -0.7361], [-0.1975, 0.0811, -0.2206], [0.2160, -0.0904, 0.1315], [0.3123, -0.1980, 0.1925], [1.1745, -0.9242, -0.6995], [-3.7032, -0.1902, -1.8743], [3.1952, 2.8972, 0.4852], [0.3067, -1.6414, 0.5857], [0.2969, 0.5359, -1.4194], [0.0018, -1.2001, 0.8544], [-1.0385, 0.8217, 0.3630], [0.2471, 0.5123, 1.0332], [-0.0859, -0.1083, 0.5667], [-0.5950, -0.6312, 0.3164], [-0.2248, 0.1254, -0.2047], [0.2737, -0.1739, -0.2824], [0.2320, -0.0542, 0.2663], [0.5474, 0.1093, -0.8622], [-4.8854, 2.2565, -2.9556], [4.1187, -3.3822, 3.3708], [-0.6517, 2.4722, -0.5121], [0.0803, -0.5641, 0.4974], [0.1898, -0.6718, -0.1049], [0.2629, -0.5718, 0.0870], [0.2894, -0.0808, 0.0028], [0.4743, -0.3725, 0.5792], [-0.1743, 0.7348, 0.2102], [-0.4960, 0.1883, 0.1255], [-0.1054, -0.2887, 0.0950], [0.2623, 0.1107, -0.3757], [-0.2179, 0.7089, -0.7341], [0.1027, -0.5224, 0.5223], [0.4750, 0.7471, -0.4910], [-0.2279, -0.7678, -0.0401], [1.5577, 0.4105, -0.8039], [0.1234, 0.8478, 0.4791], [-0.3705, 0.0993, -0.8542], [-2.7473, -0.1037, -0.2633], [1.0462, -0.0583, 0.3429], [-1.0760, -0.4860, 1.5134], [0.5209, 1.7704, -1.5992], [0.6483, -1.9515, 0.3318], [0.3262, -0.0454, -0.0652], [-0.0272, 0.1764, 0.3497], [-0.3656, -0.2805, 0.0229], [-0.2357, 0.0451, 0.0980], [0.6663, 0.2121, -0.0999], [-0.7887, -0.2392, 0.2882], [0.0283, 0.0310, 0.7255], [-0.2269, 0.3157, 0.3104], [0.2612, 0.4225, 0.5748], [0.4322, 0.4849, -0.6233], [-0.3885, -0.2298, -0.2877], [0.4538, -0.2206, -0.0088], [-0.1790, 0.1477, -0.0956], [0.3361, 0.1902, 0.5615], [0.4533, -0.7988, 0.0373], [0.0428, -0.2055, 0.2748], [0.4187, -0.1650, -0.1219], [0.1514, -0.0712, 0.0770], [0.1412, 0.3133, -0.0405], [0.0357, -0.5580, -0.2634], [-0.6857, -0.2390, 0.2100], [-0.5258, -0.1864, -0.2948], [0.7221, 0.1496, -0.0423], [-0.9335, 0.0041, 0.0640], [0.5617, 1.1295, -0.0199], [-0.2493, -0.3678, -0.2234], [0.1812, -0.0169, 0.4070], [0.1368, 1.3379, -0.0047], [-0.1399, -0.9901, -0.8459], [-0.0662, -0.6249, -0.0894], [-0.4429, -0.1902, 0.6681]], "total_energy_ha": -2175.33255, "relative_energy_kcal_mol": 55.3, "multiplicity": 1, "charge": 3, "homo_lumo_gap_ev": 9.30}

---

{"formula": "C5H15NO2", "method": "ωB97M-V/def2-TZVPD", "symbols": ["C", "C", "C", "C", "N", "C", "O", "H", "H", "H", "H", "H", "H", "H", "H", "H", "H", "H", "H", "H", "O", "H", "H"], "positions_angstrom": [[0.396224, 2.240348, 0.013954], [-0.003834, 1.134572, 0.992190], [0.499632, -0.243858, 0.562056], [1.732485, -0.657731, 1.380645], [-0.533528, -1.266878, 0.618360], [-0.709812, -2.142702, -0.486570], [0.226492, -3.272493, -0.449947], [0.434652, 1.946857, -1.042435], [-0.227659, 3.121607, 0.003689], [1.430726, 2.536104, 0.205908], [0.333200, 1.446616, 1.980070], [-1.091514, 1.132380, 1.089543], [0.859549, -0.165371, -0.457433], [2.233675, -1.542906, 0.993459], [2.407714, 0.198171, 1.437930], [1.462313, -0.871556, 2.421946], [-0.606698, -1.777015, 1.484049], [-0.518765, -1.591710, -1.407147], [-1.706390, -2.581439, -0.438676], [-0.297220, -4.065714, -0.573630], [-1.794178, 2.029298, -2.966011], [-2.349665, 2.782219, -3.174780], [-2.177399, 1.611202, -2.187169]], "atomic_forces_ev_per_a": [[0.9586, -0.1184, -0.6525], [-0.7801, 0.7951, -0.3375], [0.7088, -0.6193, 0.9449], [-0.1441, 0.3850, 0.4502], [-0.5741, 0.0219, -0.7417], [0.7425, -0.5134, 0.5995], [-0.2666, 0.5261, -0.0712], [-0.3343, -0.4183, 0.1815], [-0.2040, 0.2793, 0.4813], [-0.0373, 0.2670, 0.1424], [0.2657, -0.3047, 0.1761], [-0.0324, -0.3139, -0.2070], [-0.2776, -0.0593, -0.4128], [0.0045, 0.0915, -0.1879], [0.2860, -0.1579, -0.1460], [-0.1683, -0.0034, -0.0955], [0.1914, 0.1603, 0.2306], [-0.2714, -0.0156, -0.0552], [-0.1565, 0.1902, -0.2769], [0.0792, -0.1771, -0.0404], [0.1863, -0.2167, 0.0211], [-0.1413, 0.0630, 0.0713], [-0.0350, 0.1385, -0.0743]], "smiles": "CC[C@@H](C)NCO.O", "total_energy_ha": -404.71388, "relative_energy_kcal_mol": 25.8, "multiplicity": 1, "charge": 0, "homo_lumo_gap_ev": 9.62}